No. 1
This record from the OMol25 dataset describes one molecule with the formula C4H7FS at a distorted geometry. The level of theory is ωB97M-V/def2-TZVPD.

The geometry in ORCA input format:
```
! wB97M-V def2-TZVPD RIJCOSX def2/J DEFGRID3
* xyz 0 1
C 1.716 0.493 -0.430
C 0.324 0.529 -1.101
C -0.786 0.736 -0.057
C -1.248 -0.397 0.843
H 2.433 0.166 -1.137
H 1.948 1.525 -0.220
H 1.824 -0.034 0.528
H 0.240 -0.466 -1.562
H -0.555 1.629 0.557
H -1.696 1.089 -0.676
H -2.290 -0.398 0.943
F 0.334 1.446 -2.110
S -0.309 -1.543 1.564
*
```

- Kohn-Sham gap (eV) = 8.5
- energy (Ha) = -654.61994
- lowest unoccupied orbital energy (Eh) = -0.02018
- SMILES = C[C@H](F)CC=S
- energy above the lowest of the compared OMol25 structures with the same formula, charge and spin (kJ/mol) = 118.3

No. 2
This record from the OMol25 dataset describes C24H29N6O4Pd as an isolated structure. The level of theory is ωB97M-V/def2-TZVPD.

The geometry in ORCA input format:
```
! wB97M-V def2-TZVPD RIJCOSX def2/J DEFGRID3
* xyz 1 1
Pd 0.719 0.056 -0.035
C 3.252 1.685 0.177
N 2.778 0.295 -0.016
C 3.242 -0.177 -1.340
C 3.311 -0.591 1.051
C 2.360 -0.581 2.219
N 1.044 -1.141 1.803
C 0.016 -0.698 2.770
C 1.108 -2.616 1.798
H 4.344 1.701 0.140
H 2.914 2.062 1.142
H 2.843 2.317 -0.602
H 4.335 -0.158 -1.390
H 2.841 0.481 -2.110
H 2.896 -1.196 -1.511
H 4.313 -0.270 1.347
H 3.397 -1.598 0.639
H 2.192 0.444 2.556
H 2.766 -1.147 3.066
H 0.189 -1.169 3.743
H -0.974 -0.977 2.419
H 0.047 0.386 2.862
H 1.479 -2.975 2.763
H 1.762 -2.973 1.006
H 0.119 -3.042 1.645
C -3.390 0.342 -1.242
C -2.042 0.565 -1.058
N -1.279 -0.292 -0.365
C -1.831 -1.408 0.107
C -3.171 -1.728 -0.053
C -3.967 -0.801 -0.714
C -3.764 -2.953 0.514
C -3.276 -4.191 0.619
C -2.016 -4.778 0.122
C -1.670 -6.067 0.511
C -0.484 -6.584 0.022
N 0.301 -5.901 -0.806
C -0.132 -4.692 -1.139
N -1.234 -4.090 -0.716
H -3.977 1.062 -1.793
H -1.543 1.425 -1.479
H -1.171 -2.085 0.616
H -5.027 -0.986 -0.833
H -4.767 -2.806 0.900
H -3.914 -4.911 1.118
H -2.302 -6.643 1.171
H -0.150 -7.577 0.299
H 0.483 -4.133 -1.835
O -0.376 2.334 1.055
C -0.006 2.678 -0.061
O 0.584 1.881 -0.909
C -0.200 4.078 -0.554
C -0.775 5.024 0.291
C -0.956 6.329 -0.141
C -0.566 6.700 -1.419
C 0.005 5.744 -2.239
C 0.196 4.439 -1.835
N 0.431 6.129 -3.598
O 1.064 5.314 -4.233
O 0.159 7.249 -3.970
H -1.073 4.718 1.284
H -1.401 7.061 0.517
H -0.697 7.708 -1.785
H 0.641 3.723 -2.509
*
```

- Kohn-Sham gap (eV) = 8.6
- energy (Ha) = -1689.03905
- lowest unoccupied orbital energy (Eh) = -0.12211
- energy above the lowest of the compared OMol25 structures with the same formula, charge and spin (kJ/mol) = 67.5

No. 3
This record from the OMol25 dataset describes a 2-piece molecular cluster, C6H13N2 overall at a distorted geometry. The level of theory is ωB97M-V/def2-TZVPD.

The geometry in ORCA input format:
```
! wB97M-V def2-TZVPD RIJCOSX def2/J DEFGRID3
* xyz 1 1
C -0.003 -3.160 0.186
C -0.368 -2.023 -0.383
C 1.074 1.248 -0.843
C 0.756 2.424 0.108
C 1.049 0.407 0.396
C -1.816 -0.078 -0.122
N 0.800 1.444 1.178
N -0.673 -0.853 0.336
H 0.245 -4.022 -0.403
H 0.047 -3.273 1.257
H -0.436 -1.905 -1.455
H 0.325 1.039 -1.600
H 2.054 1.283 -1.316
H 1.550 3.167 0.188
H -0.206 2.921 -0.021
H 1.609 -0.480 0.653
H -1.838 0.880 0.394
H -1.745 0.087 -1.196
H -2.755 -0.597 0.080
H 0.713 1.535 2.178
H -0.738 -1.042 1.337
*
```

- Kohn-Sham gap (eV) = 9.7
- energy (Ha) = -345.61227
- lowest unoccupied orbital energy (Eh) = -0.11756
- energy above the lowest of the compared OMol25 structures with the same formula, charge and spin (kJ/mol) = 219.9

No. 4
This record from the OMol25 dataset describes one molecule with the formula C7H15NO4S at a distorted geometry. The level of theory is ωB97M-V/def2-TZVPD.

The geometry in ORCA input format:
```
! wB97M-V def2-TZVPD RIJCOSX def2/J DEFGRID3
* xyz 0 1
C -0.720 0.866 -0.576
C 1.427 0.382 0.616
C -1.064 2.022 0.367
C 1.348 1.909 0.686
C 0.037 -0.197 0.097
C -1.074 -3.461 -1.002
C 0.324 -1.511 -0.622
N 0.101 2.333 1.259
O -0.014 -2.124 1.979
O -0.612 0.165 2.735
O 1.240 -2.418 -0.216
O -0.984 -2.053 -0.640
S -0.851 -0.964 1.617
H -1.522 0.297 -1.035
H -0.048 1.266 -1.355
H 2.248 0.307 -0.160
H 1.640 -0.093 1.601
H -1.346 2.974 -0.228
H -1.958 1.794 0.883
H 2.076 2.143 1.411
H 1.469 2.260 -0.316
H -2.024 -3.721 -1.382
H -0.682 -3.963 -0.112
H -0.421 -3.514 -1.880
H 0.650 -1.255 -1.683
H 0.071 3.366 1.395
H -0.033 0.975 2.558
H 0.804 -2.654 0.736
*
```

- Kohn-Sham gap (eV) = 9.3
- energy (Ha) = -1029.53455
- lowest unoccupied orbital energy (Eh) = 0.02185
- energy above the lowest of the compared OMol25 structures with the same formula, charge and spin (kJ/mol) = 189.8

Please write out number 2 again, unchanged.
This record from the OMol25 dataset describes C24H29N6O4Pd as an isolated structure. The level of theory is ωB97M-V/def2-TZVPD.

The geometry in ORCA input format:
```
! wB97M-V def2-TZVPD RIJCOSX def2/J DEFGRID3
* xyz 1 1
Pd 0.719 0.056 -0.035
C 3.252 1.685 0.177
N 2.778 0.295 -0.016
C 3.242 -0.177 -1.340
C 3.311 -0.591 1.051
C 2.360 -0.581 2.219
N 1.044 -1.141 1.803
C 0.016 -0.698 2.770
C 1.108 -2.616 1.798
H 4.344 1.701 0.140
H 2.914 2.062 1.142
H 2.843 2.317 -0.602
H 4.335 -0.158 -1.390
H 2.841 0.481 -2.110
H 2.896 -1.196 -1.511
H 4.313 -0.270 1.347
H 3.397 -1.598 0.639
H 2.192 0.444 2.556
H 2.766 -1.147 3.066
H 0.189 -1.169 3.743
H -0.974 -0.977 2.419
H 0.047 0.386 2.862
H 1.479 -2.975 2.763
H 1.762 -2.973 1.006
H 0.119 -3.042 1.645
C -3.390 0.342 -1.242
C -2.042 0.565 -1.058
N -1.279 -0.292 -0.365
C -1.831 -1.408 0.107
C -3.171 -1.728 -0.053
C -3.967 -0.801 -0.714
C -3.764 -2.953 0.514
C -3.276 -4.191 0.619
C -2.016 -4.778 0.122
C -1.670 -6.067 0.511
C -0.484 -6.584 0.022
N 0.301 -5.901 -0.806
C -0.132 -4.692 -1.139
N -1.234 -4.090 -0.716
H -3.977 1.062 -1.793
H -1.543 1.425 -1.479
H -1.171 -2.085 0.616
H -5.027 -0.986 -0.833
H -4.767 -2.806 0.900
H -3.914 -4.911 1.118
H -2.302 -6.643 1.171
H -0.150 -7.577 0.299
H 0.483 -4.133 -1.835
O -0.376 2.334 1.055
C -0.006 2.678 -0.061
O 0.584 1.881 -0.909
C -0.200 4.078 -0.554
C -0.775 5.024 0.291
C -0.956 6.329 -0.141
C -0.566 6.700 -1.419
C 0.005 5.744 -2.239
C 0.196 4.439 -1.835
N 0.431 6.129 -3.598
O 1.064 5.314 -4.233
O 0.159 7.249 -3.970
H -1.073 4.718 1.284
H -1.401 7.061 0.517
H -0.697 7.708 -1.785
H 0.641 3.723 -2.509
*
```

- Kohn-Sham gap (eV) = 8.6
- energy (Ha) = -1689.03905
- lowest unoccupied orbital energy (Eh) = -0.12211
- energy above the lowest of the compared OMol25 structures with the same formula, charge and spin (kJ/mol) = 67.5

Q: Among the records above, which one has the lowest Kohn-Sham gap?
A: C4H7FS